47
Properties=species:S:1:pos:R:3:forces:R:3:mulliken_charge:R:1 method="wB97M-V/def2-TZVPD" de_lowest_kj_mol=0.0 homo_energy_ev=-8.68 smiles="CC(C)NC(=O)NC(=O)COC(=O)c1c2c(nc3ccccc13)CCC2" spin_multiplicity=1 e_tot_ha=-1201.943529
C 5.72576 1.21187 2.86580 -0.1 -0.1 -0.2 -1.427
C 4.98481 0.19489 2.00024 0.2 -0.1 0.4 0.246
C 5.29557 -1.23529 2.43706 0.0 0.2 -0.1 -1.424
N 3.54723 0.44136 2.04166 0.1 0.0 -0.6 -0.047
C 2.81924 0.37374 3.15623 -0.5 0.2 -0.3 0.402
O 3.19520 0.14067 4.28025 0.2 -0.1 0.5 -0.654
N 1.42073 0.62345 2.96721 0.1 -0.1 0.4 -0.198
C 0.74957 0.91444 1.82875 -0.4 0.0 0.2 0.956
O 1.25855 1.03976 0.73618 0.0 0.1 -0.3 -0.803
C -0.75671 1.11508 2.03393 0.1 -0.2 0.0 -0.681
O -1.42766 1.00599 0.79641 -0.1 0.2 -0.1 -0.291
C -1.38670 -0.22082 0.23924 0.0 -0.3 0.2 0.439
O -0.91143 -1.17428 0.80259 -0.1 0.1 -0.1 -0.592
C -2.06202 -0.25658 -1.08070 -0.4 -0.3 -0.4 0.550
C -2.98357 -1.23957 -1.33230 0.4 0.4 0.2 0.378
C -3.67273 -1.23910 -2.57200 0.1 0.2 0.0 0.534
N -3.49347 -0.36627 -3.51388 -0.4 -0.3 -0.2 -0.755
C -2.56273 0.59625 -3.30995 0.4 0.2 0.4 -0.245
C -2.34678 1.52646 -4.34449 0.2 0.2 0.0 -0.374
C -1.39974 2.50419 -4.21088 -0.2 -0.1 -0.2 -0.533
C -0.62584 2.58216 -3.04524 0.1 -0.1 0.3 -0.749
C -0.81791 1.69934 -2.01600 0.2 0.3 -0.1 -0.481
C -1.80232 0.69795 -2.10885 -0.3 -0.1 -0.2 0.500
C -4.63410 -2.38602 -2.62518 -0.2 -0.1 0.0 -0.749
C -4.76820 -2.80879 -1.15506 0.0 -0.1 0.0 -0.705
C -3.45305 -2.37682 -0.48441 0.0 -0.1 0.2 -0.706
H 5.42454 1.09767 3.90310 0.0 0.0 0.1 0.328
H 6.79771 1.05332 2.78915 0.1 0.0 0.0 0.428
H 5.49669 2.22447 2.54177 0.0 0.1 0.0 0.360
H 5.27864 0.32699 0.95372 -0.1 0.0 0.1 0.352
H 4.75529 -1.94666 1.81673 0.0 -0.1 0.0 0.363
H 4.99751 -1.37424 3.47238 0.0 0.0 0.1 0.328
H 6.36071 -1.42887 2.34657 0.1 -0.1 0.0 0.427
H 3.05199 0.63047 1.17776 0.0 0.0 0.2 0.253
H 0.90353 0.52727 3.83152 0.1 0.0 -0.1 0.253
H -0.95099 2.12737 2.39544 0.0 -0.1 0.0 0.399
H -1.14291 0.37351 2.74262 0.1 0.2 0.0 0.353
H -2.94244 1.42848 -5.23843 -0.1 0.0 -0.1 0.467
H -1.23376 3.21392 -5.00809 0.0 0.0 -0.1 0.379
H 0.13441 3.34491 -2.96337 0.1 0.0 0.0 0.432
H -0.20040 1.75549 -1.13359 0.1 0.0 0.1 0.461
H -5.58144 -2.10544 -3.08192 0.0 0.0 -0.1 0.338
H -4.19601 -3.18575 -3.22746 0.0 0.0 0.0 0.263
H -4.95228 -3.87612 -1.04714 -0.1 0.0 0.0 0.326
H -5.60164 -2.27288 -0.69777 0.0 0.0 0.0 0.293
H -3.58188 -2.10132 0.56193 0.1 -0.1 0.0 0.330
H -2.70898 -3.17664 -0.52155 0.0 0.0 0.1 0.275

=====

20
Properties=species:S:1:pos:R:3:forces:R:3:mulliken_charge:R:1 method="wB97M-V/def2-TZVPD" de_lowest_kj_mol=334.2 charge=+1 homo_energy_ev=-13.33 smiles=C[C@@H](S)[NH2+][C@](C)(O)S spin_multiplicity=1 e_tot_ha=-1085.611945
C -0.17485 -1.69911 2.10279 1.5 0.9 -1.4 -1.213
C -0.26283 -0.37855 1.38564 -2.5 3.2 2.0 -0.321
S 0.20471 1.10368 2.46090 -0.1 -1.4 -0.3 -0.103
N 0.60971 -0.28181 0.17821 2.9 -2.6 -1.9 -0.152
C 0.09582 0.26664 -1.17093 -5.6 2.6 4.0 0.497
C 0.91333 0.59731 -2.29302 3.9 -0.7 -0.8 -1.176
O -0.68548 1.71885 -0.58224 2.1 -2.8 -0.8 -0.538
S -1.40632 -0.64533 -1.47310 -0.9 -0.5 -0.8 -0.187
H 0.92011 -1.69933 2.37928 -1.3 -1.0 0.6 0.374
H -0.42118 -2.43368 1.31538 0.1 -0.3 0.7 0.380
H -0.93666 -1.65938 2.88924 0.7 -0.4 0.1 0.345
H -1.37568 -0.15105 1.21909 2.0 -0.4 -0.8 0.361
H -0.60776 1.74229 1.64473 -0.1 1.1 0.0 0.159
H 0.87161 -1.37057 0.11028 -0.4 2.7 -0.8 0.468
H 1.55445 0.19193 0.30371 -1.4 -0.4 0.8 0.479
H 1.39822 1.62789 -2.12181 -0.4 -1.8 -0.6 0.409
H 0.32414 0.48926 -3.21034 0.1 0.6 0.3 0.368
H 1.71086 -0.28665 -2.40407 -1.2 2.1 0.2 0.336
H -0.56100 2.38466 -1.26999 0.2 0.0 -0.1 0.272
H -2.17119 0.48295 -1.46377 0.3 -0.7 0.0 0.242

=====

26
Properties=species:S:1:pos:R:3:forces:R:3:mulliken_charge:R:1 method="wB97M-V/def2-TZVPD" de_lowest_kj_mol=676.4 homo_energy_ev="-8.22 / -7.45" spin_multiplicity=1 e_tot_ha=-716.796577
C -4.85159 -0.22645 2.08576 0.5 -1.6 -4.0 0.282
C -4.71088 -0.66827 0.95382 -0.1 0.5 0.8 -0.757
C 0.86686 -1.79641 0.79310 1.5 1.9 0.0 -0.500
C -0.38042 -1.91822 0.25017 -0.7 0.2 0.7 -1.077
C 1.72276 -0.67337 0.59293 -3.6 -0.7 -1.6 0.584
C 1.20643 0.36814 -0.19533 0.9 0.7 -0.9 1.447
C -0.09875 0.38469 -0.64689 -1.9 -2.7 2.2 0.473
C -0.84338 -0.77513 -0.27765 -1.0 2.0 -2.2 -0.268
C 3.12847 -0.79560 0.87978 1.2 -0.3 0.4 -1.497
C 2.10074 1.44814 -0.78949 0.7 0.7 2.1 -1.652
C -0.69963 1.46186 -1.44862 -0.2 -0.6 -1.3 -1.394
Si -4.11995 -1.03220 -0.74656 1.3 0.0 0.4 0.354
H -4.92176 0.15709 3.01608 -0.3 0.9 2.4 0.439
H 1.13531 -2.50190 1.50441 1.0 -1.6 0.9 0.381
H -0.99460 -2.78287 0.42831 -0.1 -0.2 0.0 0.361
H 3.14970 -1.41025 1.77446 0.8 -0.1 0.3 0.445
H 3.52374 -1.42979 0.03354 0.5 1.1 0.9 0.288
H 3.59391 0.20067 1.07664 0.1 -1.1 -0.4 0.349
H 2.48756 2.12419 0.05091 -0.8 -0.4 -1.1 0.308
H 3.04298 0.98545 -1.08928 -0.2 0.1 -0.8 0.373
H 1.56693 2.05367 -1.55287 1.0 -0.5 0.6 0.302
H -1.64953 1.11716 -1.83864 -0.3 -0.1 0.0 0.247
H -0.92472 2.39388 -0.93014 0.7 0.2 -0.2 0.229
H -0.01700 1.45699 -2.32415 -0.7 1.2 0.2 0.462
H -4.38000 0.03355 -1.69868 -0.2 0.4 -0.1 -0.104
H -4.42841 -2.30846 -1.43508 -0.1 0.0 0.5 -0.078

=====

110
Properties=species:S:1:pos:R:3:forces:R:3:mulliken_charge:R:1 method="wB97M-V/def2-TZVPD" de_lowest_kj_mol=0.0 homo_energy_ev=-8.17 spin_multiplicity=1 e_tot_ha=-3289.048365
C 3.36010 -2.81692 -2.11945 0.2 0.6 -0.9 -0.308
O 2.47625 -3.33452 -3.11286 -0.2 0.1 -0.1 -0.616
H 4.30767 -2.60441 -2.61256 0.1 -0.5 0.1 0.211
H 3.03880 -1.82020 -1.79184 -0.3 -0.3 0.5 -0.010
H 3.50155 -3.53725 -1.32036 0.0 0.2 0.3 0.390
H 1.68180 -3.63108 -2.64424 -0.1 -0.1 0.1 0.397
C 3.27008 -0.92531 -5.60755 0.1 -0.4 0.3 -0.511
O 2.14031 -0.99631 -4.74697 0.0 0.0 -0.4 -0.299
H 3.19274 -0.03372 -6.22227 -0.1 0.1 0.0 0.253
H 4.20935 -0.88037 -5.03516 -0.1 0.1 0.0 0.040
H 3.34668 -1.80083 -6.26022 -0.1 0.1 0.0 0.310
H 2.07987 -1.90598 -4.41175 0.3 0.0 0.3 0.263
C -0.87393 -4.01223 -1.21579 -1.3 0.4 0.1 -0.401
O 0.46883 -4.39610 -1.38311 0.0 -0.6 -0.3 -0.577
H -0.96350 -2.94840 -1.43529 -0.1 0.1 0.4 0.138
H -1.60729 -4.50068 -1.87786 0.8 -0.3 -0.4 0.223
H -1.33975 -4.24189 -0.25071 0.7 0.3 0.3 0.370
H 0.87597 -4.67983 -0.55737 -0.2 0.2 0.1 0.207
C 5.69170 0.42158 -1.85288 0.0 -0.1 0.8 -0.359
O 6.04368 -0.87148 -2.32706 -0.2 0.4 -0.3 -0.508
H 6.14729 0.53323 -0.86894 0.1 0.0 0.0 0.271
H 6.07243 1.22961 -2.48004 -0.1 0.0 -0.2 0.326
H 4.61023 0.50384 -1.69086 0.1 0.1 -0.3 0.004
H 5.57330 -0.95796 -3.16249 0.2 -0.3 0.0 0.220
C -4.87861 -0.00997 0.24393 0.0 -0.9 0.3 -0.487
O -3.59059 -0.55392 0.52234 0.0 0.2 0.1 -0.249
H -5.20004 0.57088 1.10549 0.2 0.4 -0.1 0.299
H -4.86242 0.55619 -0.68233 -0.2 0.3 0.1 0.228
H -5.62055 -0.82157 0.18147 0.1 0.1 -0.2 0.050
H -3.39978 -1.16999 -0.20521 -0.2 -0.1 0.0 0.254
N -3.43766 2.15623 4.31485 -0.3 0.2 0.4 0.073
C -2.72121 2.05414 5.48273 0.1 0.3 -0.4 -0.558
C -1.72272 1.15257 5.27048 0.3 0.0 -0.3 -1.029
C -1.82943 0.70173 3.91792 -0.4 -0.2 0.2 0.114
C -2.93803 1.31414 3.36889 0.6 -0.3 0.3 -0.606
H -4.25691 2.72302 4.20378 0.0 0.0 -0.1 0.214
H -2.87195 2.71787 6.31466 -0.3 -0.1 0.1 0.400
H -0.97112 0.90182 6.00026 0.0 -0.1 -0.1 0.467
H -1.21505 -0.05510 3.45355 -0.1 0.0 0.0 0.743
H -3.42158 1.18444 2.41676 0.1 0.1 -0.1 0.147
N 1.50909 -4.71884 1.89093 0.2 0.3 -0.4 0.042
C 0.92730 -3.47349 1.81027 0.2 -0.2 0.1 -1.458
C 1.91777 -2.56825 1.54371 0.4 0.2 0.2 0.841
C 3.17162 -3.26976 1.54538 -0.8 -0.5 -1.3 -1.437
C 2.86116 -4.59786 1.65277 -0.1 -0.4 1.2 -0.194
H 1.03982 -5.56934 2.13740 0.0 0.0 0.1 0.186
H -0.12759 -3.35223 1.98702 0.0 0.1 -0.1 0.544
H 1.75978 -1.52043 1.34181 0.0 0.0 0.1 0.595
H 4.14265 -2.96380 1.19437 0.0 0.5 0.3 0.492
H 3.49802 -5.45760 1.79026 0.0 0.0 -0.3 0.419
N -0.71348 0.24516 0.41160 0.2 -0.5 0.4 1.211
C 0.51833 0.67879 0.85359 -1.0 -0.2 -0.8 -1.527
C 1.35633 0.62656 -0.24095 0.3 0.4 0.5 -0.711
C 0.61138 0.15439 -1.35242 0.3 -0.3 0.0 -0.360
C -0.64976 -0.13236 -0.89636 -0.1 0.4 0.1 -1.364
H -1.54895 0.15311 0.97397 0.0 0.0 -0.1 0.061
H 0.59128 0.98165 1.88393 0.4 0.1 0.0 0.838
H 2.40537 0.87495 -0.21768 0.0 0.1 -0.1 0.382
H 0.98260 0.02689 -2.35775 0.0 -0.1 0.0 0.639
H -1.50652 -0.55759 -1.39132 -0.1 0.1 -0.1 0.805
N 3.58027 6.90900 3.94396 -0.1 0.0 -0.2 0.060
C 2.44196 6.42568 3.32807 0.6 0.4 0.5 -0.695
C 2.84424 5.59498 2.32190 0.5 0.0 0.1 -0.312
C 4.28055 5.56827 2.34738 -0.6 -0.2 -0.2 -0.435
C 4.70505 6.40684 3.33598 -0.5 -0.1 0.3 -0.539
H 3.58826 7.59058 4.67881 0.0 0.0 0.1 0.193
H 1.48980 6.71509 3.73949 -0.2 0.0 -0.3 0.404
H 2.22022 5.07614 1.61696 -0.1 -0.1 0.1 0.540
H 4.87711 4.92114 1.73378 0.3 0.1 -0.2 0.407
H 5.68198 6.64586 3.71442 0.1 0.0 -0.1 0.388
N -2.27028 2.74041 -0.99303 0.1 0.9 0.4 0.089
C -2.39536 3.07137 0.34349 -0.8 -0.9 -1.1 -0.809
C -3.73241 3.34105 0.54520 0.0 0.5 0.1 -0.097
C -4.39639 3.32444 -0.71799 0.7 -0.4 -0.2 -0.874
C -3.45374 2.95781 -1.65804 0.3 0.1 0.6 -0.535
H -1.37878 2.49730 -1.39086 -0.1 -0.1 -0.2 0.255
H -1.53935 2.94842 0.98041 -0.1 0.1 0.3 0.532
H -4.19975 3.58771 1.48621 0.1 0.0 0.0 0.556
H -5.44042 3.48512 -0.92109 0.0 0.2 0.1 0.422
H -3.48217 2.94736 -2.73454 -0.1 -0.3 0.0 0.459
C -0.85863 -2.40384 -4.16739 0.6 -0.7 1.1 -0.042
S -1.22928 -2.38701 -5.88630 0.3 0.3 -0.5 0.424
O -2.48894 -3.15370 -6.03357 -0.5 -0.2 0.0 -0.645
C -1.60647 -0.63400 -5.95711 0.3 0.0 0.1 -0.790
H 0.00551 -1.79527 -3.90060 -0.2 0.3 -0.2 -0.152
H -0.55464 -3.42895 -3.92988 -0.1 0.0 -0.1 0.377
H -1.72617 -2.16328 -3.54764 -0.1 0.2 -0.2 0.023
H -2.11202 -0.42663 -6.89402 -0.1 0.0 0.0 0.387
H -0.63821 -0.12751 -5.92891 -0.1 0.1 0.0 0.293
H -2.19548 -0.34457 -5.08822 -0.2 0.0 -0.1 0.164
C 1.96847 1.51648 5.26908 0.2 -0.3 -0.9 -1.003
S 2.57708 2.48787 6.64624 -0.8 -0.1 0.5 0.401
O 4.01876 2.18495 6.73110 0.7 0.0 0.0 -0.645
C 2.41354 4.14460 5.96532 0.3 0.1 -1.1 -0.705
H 2.82815 1.28374 4.63081 0.1 0.3 0.1 0.430
H 1.22730 2.01903 4.64825 -0.2 0.1 0.3 0.213
H 1.59485 0.55366 5.61287 -0.1 0.1 0.2 0.478
H 1.46492 4.62334 6.20007 0.1 -0.1 0.5 0.405
H 2.48490 4.16109 4.87150 0.2 -0.2 0.1 0.030
H 3.29120 4.67389 6.33313 -0.2 0.2 0.3 0.380
C -4.21469 -4.09328 -3.44888 -1.0 -0.2 -0.4 -0.953
S -4.53769 -3.48601 -1.80966 0.3 -0.5 0.2 0.408
O -3.76672 -2.21673 -1.68855 0.4 0.5 0.0 -0.645
C -6.22466 -3.03313 -2.08204 -0.5 0.2 -0.1 -1.058
H -3.14694 -4.17323 -3.59311 0.1 -0.1 -0.1 0.154
H -4.67318 -3.44518 -4.19832 0.4 0.3 0.1 0.352
H -4.74324 -5.04677 -3.55088 0.4 -0.1 0.1 0.546
H -6.59986 -2.51804 -1.20196 0.1 0.0 0.1 0.335
H -6.81241 -3.93766 -2.24319 0.0 0.0 -0.1 0.439
H -6.27892 -2.36363 -2.94110 0.0 0.0 0.0 0.296